[1]
Here is a molecular structure, C21H14BCl3F4IrN5O5S from OMol25. Energies are from wB97M-V/def2-TZVPD.

Calculated values
Energy above the lowest of the compared OMol25 structures with the same formula, charge and spin: 41.1 kcal/mol
DFT total energy: -102484.632 eV
Frontier orbital gap (alpha / beta): 0.2609 / 0.1533 Ha

```
! RIJCOSX wB97M-V def2-TZVPD def2/J DEFGRID3
* xyz -1 6
Ir 0.1907 -0.0239 0.0819
C 4.4321 -1.9810 1.6020
C 3.0608 -1.8806 0.9784
O 2.5226 -0.7932 0.8258
N 2.5018 -3.0503 0.5836
C 1.1727 -3.1521 -0.0231
C 1.2034 -2.6033 -1.4306
C 1.4155 -3.4321 -2.5165
C 1.5614 -2.8793 -3.7801
C 1.5302 -1.5064 -3.9153
C 1.2979 -0.7366 -2.7903
N 1.1162 -1.2681 -1.5801
H 4.5322 -1.1987 2.3526
H 5.1818 -1.8068 0.8276
H 4.6078 -2.9556 2.0584
H 3.0055 -3.8962 0.7584
H 0.4476 -2.6154 0.5796
H 0.8903 -4.2002 -0.0325
H 1.4544 -4.5045 -2.3685
H 1.7070 -3.5155 -4.6436
H 1.6503 -1.0259 -4.8776
H 1.2463 0.3386 -2.8564
O 0.5175 3.3067 1.9007
C 0.1258 3.1076 0.7805
O 0.7215 2.3214 -0.1042
C -1.1365 3.7568 0.2793
C -2.0320 4.3537 1.1402
C -3.1578 4.9906 0.6279
C -3.3767 5.0465 -0.7508
C -2.4988 4.4362 -1.6212
C -1.3773 3.7654 -1.1026
S -0.2650 2.9692 -2.1175
H -1.8387 4.3023 2.2056
H -3.8685 5.4499 1.3047
H -4.2403 5.5705 -1.1408
H -2.6627 4.4669 -2.6929
N 0.2285 0.1524 2.1217
C 0.5434 0.4880 3.1833
C 0.9775 0.8209 4.4529
C 0.0705 1.1242 5.5064
N -0.6393 1.3687 6.3858
C 2.3798 0.8836 4.6925
N 3.5180 0.9253 4.9002
Cl -4.0553 -0.5898 -4.0507
C -3.0734 -0.8509 -2.5922
Cl -2.4507 -2.5230 -2.6197
Cl -4.0644 -0.5901 -1.1695
C -1.8032 0.0900 -2.6201
O -1.3585 0.3847 -3.7168
O -1.3832 0.4809 -1.4673
F -3.2215 -3.0545 1.3241
B -2.1346 -2.2714 1.7311
F -2.5401 -1.1413 2.4488
F -1.1838 -3.0435 2.4424
F -1.4483 -1.8104 0.5044
*
```

---

[2]
Here is C21H14BrN3O in the gas phase from OMol25. Energies are from wB97M-V/def2-TZVPD.

Calculated values
Energy above the lowest of the compared OMol25 structures with the same formula, charge and spin: 0.0 kcal/mol
DFT total energy: -98565.549 eV
SMILES: O=C(Nc1cccnc1)c1cc(-c2cccc(Br)c2)nc2ccccc12
Frontier orbital gap: 0.3058 Ha

```
! RIJCOSX wB97M-V def2-TZVPD def2/J DEFGRID3
* xyz 0 1
O -2.0215 3.6122 -0.8269
C -1.2441 2.9132 -0.2177
N -0.2076 3.3807 0.5429
C 0.1719 4.7027 0.7767
C 1.2439 4.9432 1.6356
C 1.6357 6.2469 1.8741
C 0.9391 7.2682 1.2438
N -0.0766 7.0474 0.4287
C -0.4566 5.8076 0.1950
H -1.2909 5.6821 -0.4778
H 1.2032 8.3057 1.3956
H 2.4616 6.4632 2.5338
H 1.7584 4.1152 2.1064
H 0.3457 2.6893 1.0333
C -1.3052 1.4159 -0.2254
C -0.1762 0.6828 -0.5000
C -0.2502 -0.7288 -0.5320
N -1.3627 -1.3738 -0.2744
C -2.4862 -0.6879 -0.0126
C -3.6671 -1.4171 0.2434
C -4.8368 -0.7614 0.5039
C -4.8788 0.6423 0.5214
C -3.7511 1.3796 0.2847
C -2.5288 0.7366 0.0096
H -3.7884 2.4576 0.2874
H -5.8148 1.1404 0.7249
H -5.7412 -1.3193 0.6968
H -3.6088 -2.4938 0.2213
C 0.9314 -1.5516 -0.8311
C 0.9863 -2.8457 -0.3162
C 2.0829 -3.6392 -0.5834
C 3.1352 -3.1835 -1.3608
C 3.0697 -1.9035 -1.8831
C 1.9810 -1.0904 -1.6225
H 1.9403 -0.1054 -2.0620
H 3.8765 -1.5409 -2.5021
H 3.9842 -3.8193 -1.5582
Br 2.1543 -5.4025 0.1380
H 0.1646 -3.2052 0.2825
H 0.7653 1.1752 -0.6948
*
```

---

[3]
Here is a molecular structure, C21H14Cl2N2O6Pt from OMol25. Energies are from wB97M-V/def2-TZVPD.

Calculated values
Energy above the lowest of the compared OMol25 structures with the same formula, charge and spin: 8.0 kcal/mol
DFT total energy: -65541.592 eV
Frontier orbital gap (alpha / beta): 0.2438 / 0.2135 Ha

```
! RIJCOSX wB97M-V def2-TZVPD def2/J DEFGRID3
* xyz 2 5
Pt 0.2861 -0.0849 -0.4032
O 1.8228 1.7057 -3.6352
C 1.5100 0.8937 -2.6485
O 0.4560 1.2181 -1.8792
C 2.2263 -0.2816 -2.3985
C 3.3286 -0.8903 -3.0516
C 3.8180 -2.0707 -2.5559
C 3.2548 -2.7009 -1.4106
C 2.1958 -2.0856 -0.8098
N 1.7327 -0.9344 -1.3112
C 1.4112 -2.5099 0.4005
O 1.6159 -3.4539 1.0786
O 0.3331 -1.6472 0.6753
H 1.3000 2.5194 -3.5838
H 3.7562 -0.4180 -3.9244
H 4.6541 -2.5449 -3.0507
H 3.6427 -3.6274 -1.0130
Cl -7.4265 3.3266 -0.0722
C -6.8104 2.8628 -1.5995
C -6.8743 3.7291 -2.6571
C -6.3551 3.3368 -3.8918
C -5.7975 2.0695 -4.0763
C -5.7274 1.1802 -3.0335
Cl -5.2043 -0.4184 -3.3579
C -6.2060 1.5614 -1.7367
N -6.2166 0.7621 -0.6571
C -5.4259 -0.3594 -0.3082
C -6.0978 -1.4331 0.2522
C -5.4015 -2.5753 0.6331
C -4.0292 -2.6390 0.4566
C -3.3524 -1.5438 -0.0573
C -4.0206 -0.3769 -0.4414
C -3.2295 0.8021 -0.8220
C -2.3620 1.2523 0.5672
O -3.1121 1.9286 1.2271
O -1.2145 0.8251 0.7095
H -7.3213 4.7043 -2.5267
H -6.4085 4.0183 -4.7302
H -5.4551 1.7604 -5.0538
H -6.8856 1.0480 0.0554
H -7.1745 -1.3915 0.3614
H -5.9380 -3.4096 1.0636
H -3.4834 -3.5284 0.7389
H -2.2727 -1.5797 -0.1345
H -3.7915 1.6910 -1.0799
H -2.4229 0.6158 -1.5334
*
```